Computed, not measured: a gas-phase ion, C5H8ClN2 (charge +1), with ωB97M-V/def2-TZVPD.

```
16
C5H8ClN2 | the OMol25 dataset | ωB97M-V/def2-TZVPD
N 0.439 -2.530 0.234
C 0.271 -1.285 -0.095
N 1.015 -0.326 0.231
C 1.092 1.020 -0.410
C -0.114 1.839 0.007
C -1.473 1.198 -0.272
C -2.481 0.455 -0.204
Cl -4.027 0.042 0.059
H -0.414 -3.113 0.320
H 1.150 -2.712 0.941
H -0.595 -1.386 -0.874
H 1.789 -0.270 0.872
H 1.379 0.956 -1.506
H 2.137 1.326 0.094
H -0.126 2.832 -0.450
H -0.044 1.953 1.054
```

Summary:
SMILES string: [NH2+]=CNCCC#CCl
Energy above the lowest of the compared OMol25 structures with the same formula, charge and spin: 73.8 kcal/mol
Charge: +1
LUMO level: -3.4 eV
Kohn-Sham gap: 9.7 eV

Quick look at the Mulliken charges, all values in e:
1. N -0.341
2. C 0.198
3. N -0.201
4. C -0.651
5. C -0.417
6. C -0.249
7. C 0.379
8. Cl -0.115
9. H 0.300
10. H 0.248
11. H 0.355
12. H 0.262
13. H 0.325
14. H 0.298
15. H 0.333
16. H 0.277

Computed, not measured: a gas-phase ion, C5H8ClN2 (charge +1), with ωB97M-V/def2-TZVPD.

```
16
C5H8ClN2 | the OMol25 dataset | ωB97M-V/def2-TZVPD
C -1.703 1.504 -0.148
C -1.967 2.578 -0.623
C 1.149 0.466 -0.432
C -1.940 0.124 0.282
C -0.926 -0.944 -0.240
N 0.464 -0.485 0.158
N 2.344 0.931 -0.023
Cl -2.072 4.125 -1.170
H 0.641 0.879 -1.329
H -1.930 0.156 1.423
H -2.912 -0.137 -0.029
H -1.207 -1.883 0.261
H -1.000 -0.928 -1.368
H 0.532 -0.661 1.132
H 2.628 1.749 -0.429
H 3.167 0.440 0.122
```

Summary:
Energy above the lowest of the compared OMol25 structures with the same formula, charge and spin: 69.7 kcal/mol
Charge: +1
LUMO level (spin up / spin down): -2.8 / -8.5 eV
Kohn-Sham gap (spin up / spin down): 8.1 / 4.8 eV
Multiplicity: 3

Quick look at the Mulliken charges, all values in e:
1. C -0.690
2. C 0.782
3. C -0.179
4. C -0.364
5. C -0.603
6. N -0.087
7. N -0.245
8. Cl -0.113
9. H 0.384
10. H 0.285
11. H 0.365
12. H 0.312
13. H 0.372
14. H 0.270
15. H 0.272
16. H 0.238

Computed, not measured: 2 unconnected molecules or ions with the total composition C5H8ClNO4, with ωB97M-V/def2-TZVPD.

```
19
C5H8ClNO4 | the OMol25 dataset | ωB97M-V/def2-TZVPD
C -2.452 -1.168 -0.678
C -2.222 0.272 -0.282
O -3.084 1.031 -0.010
O -0.906 0.827 -0.226
N 0.058 0.291 0.640
O -0.159 -0.802 1.154
C 1.180 0.950 0.739
C 2.056 0.498 1.834
Cl 1.314 2.487 -0.105
H -1.763 -1.376 -1.500
H -3.480 -1.300 -0.893
H -2.108 -1.599 0.264
H 1.815 -0.445 2.165
H 1.785 1.180 2.723
H 3.065 0.507 1.425
C 1.257 -0.320 -1.773
O 0.808 0.446 -2.556
H 0.512 -1.068 -1.475
H 2.323 -0.409 -1.446
```

Summary:
SMILES string: CC(=O)O/[N+]([O-])=C(/C)Cl.C=O
Energy above the lowest of the compared OMol25 structures with the same formula, charge and spin: 78.7 kcal/mol
LUMO level: 0.5 eV
Kohn-Sham gap: 9.7 eV

Quick look at the Mulliken charges, all values in e:
1. C -0.796
2. C 0.535
3. O -0.481
4. O -0.165
5. N 0.811
6. O -0.760
7. C 0.261
8. C -1.138
9. Cl -0.098
10. H 0.260
11. H 0.306
12. H 0.274
13. H 0.374
14. H 0.270
15. H 0.329
16. C -0.057
17. O -0.357
18. H 0.154
19. H 0.280

Computed, not measured: a molecular structure, C5H8DyFO4, with ωB97M-V/def2-TZVPD.

```
19
C5H8DyFO4 | the OMol25 dataset | ωB97M-V/def2-TZVPD
C 0.122 -0.538 1.791
O 1.205 -0.370 0.919
Dy 3.678 -0.306 0.832
C -0.564 -1.888 1.652
H 0.448 -0.403 2.838
H -0.609 0.273 1.606
H -1.425 -1.950 2.334
H -0.929 -2.043 0.627
H 0.132 -2.703 1.901
C 1.177 0.601 -0.942
O 0.523 1.781 -0.690
C -0.709 1.803 -1.337
C -0.919 0.355 -1.759
O 0.400 -0.178 -1.722
O 2.410 0.631 -1.142
F -0.608 2.628 -2.436
H -1.466 2.221 -0.667
H -1.543 -0.183 -1.033
H -1.323 0.269 -2.772
```

Summary:
Energy above the lowest of the compared OMol25 structures with the same formula, charge and spin: 12.5 kcal/mol
Charge: +1
LUMO level (spin up / spin down): -4.0 / -5.6 eV
Kohn-Sham gap (spin up / spin down): 8.9 / 7.5 eV
Multiplicity: 7

Quick look at the Mulliken charges, all values in e:
1. C -0.221
2. O -0.750
3. Dy 1.116
4. C -1.010
5. H 0.321
6. H 0.188
7. H 0.355
8. H 0.244
9. H 0.267
10. C 1.719
11. O -0.351
12. C 0.276
13. C -0.332
14. O -0.344
15. O -1.011
16. F -0.307
17. H 0.293
18. H 0.214
19. H 0.333

Record-wise max |F| values, in eV/A: 5.4 7.0 3.2 3.6